C29H45BeCl5F2KN4O13S | ωB97M-V with the def2-TZVPD basis set

Summary:
2S+1: 1
Highest occupied orbital energy in eV: -9.528
Kohn-Sham gap in eV: 2.56
Electronic energy in eV: -158965.882
Charge: +1
LUMO energy in eV: -7.0

The geometry in XYZ format:
```
101
Properties=species:S:1:pos:R:3:forces:R:3:mulliken_charge:R:1
O -2.637254 -0.348962 -6.517312 0.420 0.052 -0.649 -0.37
H -1.849933 3.548614 0.192586 -0.828 -1.320 -1.258 0.20
C 9.131898 3.136366 2.108207 0.101 -0.096 0.205 -0.97
O -6.499315 -5.185440 6.974554 0.117 0.120 -0.082 -0.52
H 7.104237 2.966306 2.799160 -0.051 -0.076 -0.171 0.33
H -0.013236 -2.027299 0.876668 1.190 0.297 -0.183 0.14
C -4.819692 -3.140852 0.812287 0.793 2.380 -0.513 -0.66
S -1.943251 0.761479 -7.459035 0.056 -0.637 0.480 1.18
Cl -1.493984 -1.386794 0.717647 -0.893 -0.976 0.202 0.14
N -3.340656 0.604438 -0.870206 0.360 0.567 3.366 -0.43
H -5.123349 0.854564 -4.568587 0.071 0.003 0.036 0.40
O -5.338969 -3.440524 6.114095 0.137 -0.037 -0.059 -0.27
H -2.969320 3.207510 -1.289181 0.858 0.033 0.840 0.43
C -0.986339 2.281347 -1.516122 -1.282 0.091 0.600 0.84
H 8.459303 0.875959 0.473496 0.070 0.086 -0.071 0.29
H -0.349990 -0.909022 -7.934707 -0.063 0.058 0.010 0.30
C -2.732118 1.170728 1.528095 -0.472 -0.416 0.265 0.51
Be -1.343209 4.507244 1.348262 0.374 1.936 -1.445 -0.06
C -4.250715 -6.576693 7.166396 0.078 -0.438 0.165 -0.64
C -2.185301 2.797980 -0.590558 -0.299 -2.332 -1.133 -0.18
H -5.230970 0.044082 -6.149566 -0.046 0.001 0.069 0.30
C 0.942449 -4.191331 2.484475 0.080 -0.559 -0.697 0.64
N -5.858788 -1.522123 -3.016949 -2.373 0.823 -0.633 0.09
C 0.027538 -3.759982 4.480823 -0.765 0.125 0.401 -0.42
H 1.628422 -2.272752 4.330436 0.130 -0.039 0.112 0.24
H 7.055080 5.270133 -2.133220 0.011 -0.060 0.048 0.45
O -4.259611 -5.244488 6.648660 -0.095 0.253 -0.108 -0.26
H 7.388509 0.443796 -0.844751 0.014 0.056 0.014 0.42
C 2.208842 4.341219 -3.176752 -0.156 -0.458 -0.716 0.27
K -1.222671 3.515019 3.584672 0.406 -0.654 2.823 0.66
C -2.797985 1.470173 0.023416 -0.244 -0.159 0.024 0.97
C 6.642769 4.505007 -1.471323 0.016 -0.047 -0.008 -1.21
H -5.213002 -4.129106 1.173468 0.612 1.288 -0.149 0.39
C -4.221565 -2.153833 1.702342 -1.205 -1.365 -2.061 -0.37
F 2.111578 -3.767930 5.574855 0.078 0.170 -0.026 -0.28
H -6.336349 -1.731424 5.603998 0.242 -0.133 0.025 0.20
H -0.620332 -2.997204 4.911904 -0.068 -0.044 -0.220 0.26
H -0.134475 -4.699809 5.013238 0.240 0.049 0.023 0.27
H 0.069846 -1.715767 -1.477645 0.825 0.860 0.172 0.27
O -6.600230 -0.711440 -2.620249 0.533 -0.877 -0.231 -0.21
H 9.250430 2.054006 2.061921 0.042 0.038 -0.082 0.22
N 6.975144 3.463413 0.771595 -0.193 0.011 0.353 0.13
H -3.221812 -6.932451 7.144677 -0.011 0.258 -0.095 0.20
C 6.668141 2.114894 0.315462 -0.143 0.016 -0.263 -0.23
H 8.411165 1.865816 -0.995343 -0.041 0.023 0.052 0.24
H -2.592347 0.728642 -4.699839 0.089 -0.062 -0.405 -0.01
H 7.587863 4.585494 2.405611 -0.029 0.016 -0.174 0.40
C -6.564087 -2.711699 6.021127 -0.305 0.214 -0.028 -0.67
H -2.240638 1.952034 2.205380 -0.971 -1.415 -1.430 -1.23
C 1.468901 -3.346620 4.463276 0.480 -0.434 0.511 0.36
H -7.005797 -2.572633 7.008452 -0.047 -0.156 -0.096 0.33
H -4.858667 -7.235339 6.545082 -0.083 0.100 0.130 0.31
C 7.804960 1.291490 -0.292512 0.022 -0.287 -0.024 -1.07
C -3.705317 -0.816151 1.195948 -0.185 -3.326 -0.136 0.33
O -0.979642 1.492993 -6.699022 -0.261 0.112 -0.496 -0.48
H -3.374306 -0.859370 -4.686147 0.194 -0.201 -0.357 0.07
H -0.601558 0.213846 -9.300325 -0.076 0.083 0.095 0.37
C -3.808415 -0.559887 -0.267682 -0.469 -0.565 -1.099 0.60
H 5.627206 4.805560 -1.206142 0.052 -0.067 0.020 0.23
C -1.090473 -0.367413 -8.519807 -0.090 -0.206 -0.022 -0.96
C 7.517014 4.370463 -0.231818 -0.059 -0.016 -0.175 -0.39
H 1.837527 -1.345436 -1.487470 -1.154 0.852 0.276 0.40
C 0.480130 0.450337 -1.464984 1.042 0.845 -1.366 0.61
H -4.509965 1.643272 -6.025509 0.007 -0.031 0.074 0.38
H -7.263458 -3.217514 5.354028 -0.013 -0.056 0.186 0.32
C 0.894262 -1.288625 0.510420 1.760 1.074 -0.922 -0.75
H -1.491602 1.701645 -2.367522 0.857 1.075 0.123 0.05
O -4.549965 -1.298707 -2.542854 2.032 -0.222 2.608 0.16
H -4.600604 -6.590516 8.199152 -0.121 -0.002 -0.137 0.30
H 6.594390 3.574951 -2.041313 -0.046 0.041 -0.005 0.24
O -0.250224 -3.946847 3.094248 0.498 0.127 -0.107 -0.24
C -4.608871 0.682976 -5.516529 -0.029 0.035 -0.327 -1.26
Cl 1.288367 5.450754 -2.130605 0.050 0.062 0.082 -0.17
C -4.965940 -2.868793 -0.677031 1.639 2.718 1.478 -0.44
O -0.256237 1.328449 -0.662198 0.313 -1.348 -0.058 -0.10
N -3.181878 0.061060 2.148296 0.219 3.090 -2.971 -0.51
H -1.813531 -1.050892 -8.961732 0.029 0.051 0.024 0.33
Cl 1.089342 3.318273 -4.081097 0.128 0.487 0.129 0.08
H 1.860160 -1.854315 0.727451 -1.591 -0.090 0.095 0.40
C -4.444197 -1.595924 -1.169396 -0.547 -1.312 1.124 -0.12
H 8.529228 4.079863 -0.542243 0.080 0.043 -0.058 0.25
O -2.963007 1.422630 -8.221505 0.165 0.114 0.178 -0.66
H 5.863838 2.179555 -0.424934 0.064 0.136 -0.035 -0.10
F -1.492690 1.811526 -4.092303 -0.057 0.153 0.912 -0.93
H -5.447187 -3.589517 -1.391784 0.632 0.814 0.962 0.48
H 9.719853 3.588621 1.308949 -0.038 -0.017 -0.007 0.28
Cl 3.201739 5.283952 -4.303535 -0.050 -0.010 0.259 -0.11
O 0.871381 0.872503 -2.520046 -0.151 -1.145 0.843 -0.36
H 7.602340 5.368100 0.209908 0.044 -0.146 0.214 0.45
O 1.056143 -4.486851 1.339003 -0.101 0.204 0.264 -0.49
H 6.225196 1.547435 1.141287 0.117 0.186 0.131 0.36
C -3.250817 0.048906 -5.279348 -0.496 0.428 0.671 0.48
H 0.950248 -0.354510 1.135513 -0.474 -0.976 -0.691 0.49
C 0.849343 -1.020488 -1.048074 -0.637 -0.159 1.202 -0.76
O 1.987293 -4.044883 3.346967 -0.620 0.447 -0.219 -0.31
H -4.150389 -2.415052 2.790956 0.054 0.574 -1.217 0.53
H 9.568615 3.461234 3.056673 -0.024 0.005 -0.050 0.40
C 7.659914 3.549330 2.055974 0.003 0.181 0.088 -0.67
C -5.472131 -4.677332 6.616678 0.125 -0.104 0.054 0.72
Cl 3.262878 3.324558 -2.171439 -0.074 0.109 0.058 -0.09
H -0.352049 3.115696 -1.903543 -0.523 -0.902 0.390 -0.68
```
Positions in Å, forces in eV/Å.